# 1
{"formula": "C12H18AlO6", "method": "ωB97M-V/def2-TZVPD", "total_charge": 3, "total_energy_ev": -31583.1985, "relative_energy_kcal_mol": 0.0, "homo_energy_ev": -19.38, "symbols": ["Al", "O", "C", "O", "C", "C", "C", "H", "H", "H", "H", "H", "H", "O", "C", "O", "C", "C", "C", "H", "H", "H", "H", "H", "H", "O", "C", "O", "C", "C", "C", "H", "H", "H", "H", "H", "H"], "xyz": [[0.910, -0.111, -0.373], [1.866, 2.546, -0.763], [1.939, 3.761, -0.898], [2.912, 4.416, -0.377], [2.906, 5.822, -0.777], [1.731, 5.973, -1.748], [1.004, 4.614, -1.747], [3.822, 5.958, -1.344], [2.863, 6.501, 0.074], [2.084, 6.289, -2.726], [0.951, 6.694, -1.469], [0.920, 4.176, -2.742], [0.039, 4.567, -1.238], [-1.588, -1.319, -1.078], [-2.789, -1.345, -1.299], [-3.598, -1.704, -0.344], [-4.983, -1.778, -0.864], [-4.953, -0.694, -1.933], [-3.565, -0.859, -2.540], [-5.659, -1.587, -0.036], [-5.049, -2.795, -1.253], [-5.100, 0.261, -1.436], [-5.737, -0.876, -2.671], [-3.124, 0.088, -2.842], [-3.474, -1.632, -3.305], [1.934, -1.636, 1.683], [1.934, -2.748, 2.201], [0.883, -3.518, 2.210], [1.174, -4.757, 2.909], [2.395, -4.431, 3.765], [3.123, -3.386, 2.916], [1.408, -5.579, 2.226], [0.301, -5.093, 3.469], [2.974, -5.324, 4.000], [2.030, -3.998, 4.698], [3.796, -3.815, 2.164], [3.720, -2.680, 3.489]]}

=====

# 2
{"formula": "C12H18B3F8N6O4TcTe", "method": "ωB97M-V/def2-TZVPD", "spin_multiplicity": 4, "total_charge": 1, "total_energy_ev": -63132.1418, "relative_energy_kcal_mol": 0.0, "homo_energy_ev": [-12.25, -12.55], "s_squared": 3.772, "symbols": ["Tc", "C", "C", "N", "O", "B", "F", "F", "O", "N", "C", "C", "C", "N", "O", "B", "F", "F", "O", "N", "C", "C", "C", "H", "H", "H", "H", "H", "H", "H", "H", "H", "H", "H", "H", "C", "N", "C", "C", "N", "C", "H", "H", "H", "H", "H", "H", "Te", "F", "B", "F", "F", "F"], "xyz": [[0.398, 0.142, 0.199], [-3.333, -1.024, 2.072], [-1.966, -0.588, 1.701], [-1.573, -0.338, 0.502], [-2.439, -0.611, -0.537], [-2.163, -1.880, -1.153], [-2.927, -2.096, -2.233], [-1.900, -2.908, -0.316], [-0.538, -1.728, -1.960], [0.518, -1.419, -1.094], [1.652, -2.026, -1.282], [1.877, -3.165, -2.204], [2.703, -1.523, -0.391], [2.311, -0.474, 0.259], [3.042, -0.020, 1.286], [2.644, -0.786, 2.594], [2.523, -2.136, 2.266], [3.563, -0.481, 3.527], [1.305, -0.282, 3.056], [0.295, -0.459, 2.207], [-0.890, -0.448, 2.716], [-1.148, -0.284, 4.166], [4.015, -2.184, -0.185], [-3.936, -1.207, 1.191], [-3.807, -0.245, 2.674], [-3.280, -1.931, 2.677], [1.186, -3.176, -3.035], [1.735, -4.097, -1.644], [2.898, -3.155, -2.577], [-0.326, -0.702, 4.741], [-2.092, -0.736, 4.464], [-1.190, 0.788, 4.381], [4.478, -2.448, -1.137], [3.884, -3.095, 0.402], [4.672, -1.522, 0.372], [-1.961, 3.627, -3.286], [-0.848, 2.894, -2.676], [0.453, 3.320, -2.564], [1.102, 2.382, -1.831], [0.208, 1.388, -1.497], [-0.971, 1.739, -2.020], [-1.583, 4.548, -3.715], [-2.698, 3.865, -2.523], [-2.425, 3.030, -4.067], [0.805, 4.239, -3.000], [2.135, 2.355, -1.527], [-1.917, 1.271, -1.801], [-0.499, -0.792, -3.838], [0.332, 1.945, 1.164], [-0.886, 2.971, 1.353], [-0.376, 4.155, 0.930], [-1.182, 2.843, 2.678], [-1.884, 2.465, 0.515]]}